(1)
The following is a quantum chemistry calculation of the molecule C5H10O2, from OMol25.

The geometry in ORCA input format:
```
! wB97M-V def2-TZVPD RIJCOSX def2/J DEFGRID3
* xyz 0 1
O 2.763 0.007 -0.413
C 1.753 -0.817 0.107
C 0.397 -0.481 -0.523
C -0.821 -0.875 0.325
C -1.766 0.320 0.156
C -0.789 1.481 -0.005
O 0.332 0.943 -0.690
H 2.347 0.878 -0.510
H 1.690 -0.728 1.206
H 2.022 -1.854 -0.125
H 0.349 -0.918 -1.530
H -0.530 -0.990 1.377
H -1.266 -1.820 0.003
H -2.441 0.458 1.005
H -2.372 0.209 -0.749
H -0.481 1.881 0.972
H -1.185 2.306 -0.605
*
```

## Properties
SMILES ... OC[C@H]1CCCO1
Strongest force on any atom ... 0.37 eV/A
LUMO ... 0.9771 eV

---

(2)
The following is a quantum chemistry calculation of the molecule C5H10O2, from OMol25.

The geometry in ORCA input format:
```
! wB97M-V def2-TZVPD RIJCOSX def2/J DEFGRID3
* xyz 0 1
C -2.050 1.510 -0.339
O -0.820 0.884 -0.076
C -0.732 -0.442 -0.665
C 0.569 -1.084 -0.414
C 1.933 -0.525 -0.540
C 1.271 -0.737 0.787
O 1.056 0.204 1.758
H -2.218 1.619 -1.422
H -2.024 2.503 0.115
H -2.896 0.943 0.080
H -1.560 -1.038 -0.248
H -0.905 -0.347 -1.746
H 1.238 -1.891 1.300
H 2.752 -1.154 -0.901
H 2.135 0.545 -0.642
H 2.051 -1.593 1.454
H 0.200 0.604 1.500
*
```

## Properties
Strongest force on any atom ... 0.41 eV/A
LUMO ... 0.6779 eV

---

(3)
The following is a quantum chemistry calculation of the molecule C5H10O2, from OMol25.

The geometry in ORCA input format:
```
! wB97M-V def2-TZVPD RIJCOSX def2/J DEFGRID3
* xyz 0 1
O -0.223 -1.115 -1.971
C -0.663 -0.976 -0.622
C 0.460 -1.333 0.373
C 1.011 0.006 0.910
C 0.331 1.109 0.092
O 0.298 2.335 0.797
C -1.048 0.463 -0.223
H 0.293 -0.344 -2.232
H -1.501 -1.676 -0.578
H 0.099 -1.974 1.185
H 1.198 -1.919 -0.178
H 2.097 0.075 0.828
H 0.723 0.154 1.959
H 0.889 1.308 -0.840
H -0.635 2.544 0.770
H -1.636 0.409 0.713
H -1.694 0.934 -0.982
*
```

## Properties
SMILES ... O[C@H]1CC[C@H](O)C1
Strongest force on any atom ... 0.79 eV/A
LUMO ... 0.8906 eV

---

(4)
The following is a quantum chemistry calculation of a cluster of 3 separate species, C5H10O2 in total, from OMol25.

The geometry in ORCA input format:
```
! wB97M-V def2-TZVPD RIJCOSX def2/J DEFGRID3
* xyz 0 1
O 0.890 3.215 0.353
C 1.824 2.910 -0.439
O 2.093 1.766 -0.921
C -0.275 -2.252 1.132
C -1.409 -1.708 0.527
C -1.609 -0.356 0.062
C -0.545 0.660 0.281
H 2.522 3.697 -0.783
H -0.260 -3.314 1.520
H 0.575 -1.619 1.336
H 0.584 -1.601 -2.238
H -2.226 -2.453 0.427
H 1.232 -1.441 -1.957
H -2.641 -0.108 -0.241
H 0.358 0.101 0.422
H -0.380 1.247 -0.628
H -0.735 1.257 1.148
*
```

## Properties
Strongest force on any atom ... 2.91 eV/A
LUMO ... -3.8797 eV

---

(5)
The following is a quantum chemistry calculation of a structure of composition C5H10O2, from OMol25.

The geometry in ORCA input format:
```
! wB97M-V def2-TZVPD RIJCOSX def2/J DEFGRID3
* xyz 0 1
C 1.216 1.644 0.137
O 0.066 1.356 -0.603
C 0.295 -1.398 -0.916
C 0.441 -1.825 0.519
O -0.998 -2.097 0.540
C -0.996 -1.697 -0.790
C -1.109 1.346 0.168
H 1.420 0.891 0.916
H 2.052 1.630 -0.565
H 1.154 2.636 0.615
H 0.951 -0.995 -1.671
H 0.699 -1.087 1.288
H 1.023 -2.739 0.669
H -1.908 -1.691 -1.379
H -1.948 1.222 -0.522
H -1.142 0.507 0.882
H -1.217 2.296 0.713
*
```

## Properties
Strongest force on any atom ... 0.42 eV/A
LUMO ... 1.0119 eV

---

(6)
The following is a quantum chemistry calculation of a cluster of 2 separate species, C5H10O2 in total, from OMol25.

The geometry in ORCA input format:
```
! wB97M-V def2-TZVPD RIJCOSX def2/J DEFGRID3
* xyz 0 1
C -1.351 -1.436 0.302
O -0.838 -0.115 0.322
C 0.328 0.005 1.089
C 1.630 -0.440 0.495
C 1.319 1.027 0.655
C -0.333 1.168 -2.623
O -1.131 1.653 -1.714
H -1.627 -1.757 1.315
H -0.612 -2.136 -0.108
H -2.241 -1.429 -0.330
H 0.158 -0.146 2.155
H 2.370 -0.897 1.146
H 1.599 -0.838 -0.516
H 1.834 1.596 1.422
H 1.092 1.590 -0.247
H 0.100 0.221 -2.169
H -1.171 1.105 -0.890
*
```

## Properties
Strongest force on any atom ... 0.42 eV/A
LUMO ... 0.8245 eV

---

What did the third record say?
The following is a quantum chemistry calculation of the molecule C5H10O2, from OMol25.

The geometry in ORCA input format:
```
! wB97M-V def2-TZVPD RIJCOSX def2/J DEFGRID3
* xyz 0 1
O -0.223 -1.115 -1.971
C -0.663 -0.976 -0.622
C 0.460 -1.333 0.373
C 1.011 0.006 0.910
C 0.331 1.109 0.092
O 0.298 2.335 0.797
C -1.048 0.463 -0.223
H 0.293 -0.344 -2.232
H -1.501 -1.676 -0.578
H 0.099 -1.974 1.185
H 1.198 -1.919 -0.178
H 2.097 0.075 0.828
H 0.723 0.154 1.959
H 0.889 1.308 -0.840
H -0.635 2.544 0.770
H -1.636 0.409 0.713
H -1.694 0.934 -0.982
*
```

## Properties
SMILES ... O[C@H]1CC[C@H](O)C1
Strongest force on any atom ... 0.79 eV/A
LUMO ... 0.8906 eV